C45H100ClN5 | the ωB97M-V functional and the def2-TZVPD basis

```
151
Properties=species:S:1:pos:R:3:forces:R:3
C -8.99574 1.08236 -1.61000 1.033 -1.313 0.584
C -7.59985 0.54637 -1.12079 -0.124 0.082 -1.923
C -6.73843 1.62042 -0.55236 0.384 -0.088 0.925
N -5.55305 1.10109 0.26153 0.155 -1.327 1.329
C -4.65956 2.37864 0.58381 0.312 -0.399 0.367
C -3.16080 2.14504 0.97726 0.117 -0.950 -1.712
C -2.55494 1.05083 0.04318 0.205 0.669 1.242
C -3.37771 -0.18393 0.08065 -0.450 -0.891 -0.242
C -4.78279 0.05156 -0.51852 1.796 1.064 -0.011
C -6.05962 0.35526 1.52493 0.095 0.816 0.599
H -9.58742 0.91319 -0.71033 -0.754 0.611 -0.482
H -9.29367 0.39587 -2.40251 -0.385 0.042 0.204
H -9.04788 2.08438 -2.03584 0.246 0.049 0.448
H -7.02312 0.22545 -1.98825 -0.247 -0.512 -0.210
H -7.77262 -0.34432 -0.51670 0.086 0.241 0.337
H -7.31956 2.25303 0.11860 0.303 0.367 -0.039
H -6.24709 2.15857 -1.36297 -0.459 0.365 0.076
H -4.67156 2.96579 -0.33445 -0.026 -0.236 -0.083
H -5.22691 2.95896 1.31144 -0.001 -0.235 0.110
H -2.49049 2.98115 0.77800 -0.841 0.821 0.021
H -2.91339 1.89400 2.00870 -0.742 -0.266 0.110
H -2.45123 1.29500 -1.01405 -0.242 0.785 -0.074
H -1.52786 0.88831 0.36997 0.083 -0.379 0.099
H -2.83119 -0.88425 -0.55100 -0.426 -0.472 -0.120
H -3.44826 -0.66094 1.05820 0.042 0.108 0.203
H -4.58943 0.56999 -1.45764 -0.305 -0.548 -0.527
H -5.28039 -0.91451 -0.60337 -0.551 0.587 -0.124
H -6.19746 -0.72564 1.49768 0.330 -0.004 -1.176
H -7.05116 0.70703 1.80992 0.297 0.555 0.066
H -5.32790 0.48250 2.32273 -0.170 0.460 0.001
C 2.71641 -4.60644 1.93061 -0.569 0.058 0.280
C 3.37786 -3.36771 1.29154 -0.101 -0.139 0.520
C 4.66203 -3.60759 0.49917 -0.630 1.248 -0.260
N 5.11529 -2.30587 -0.23944 3.342 -0.123 -0.847
C 4.28578 -1.98188 -1.44879 -0.552 -0.175 -0.282
C 4.57791 -0.62570 -2.19564 0.541 -1.013 0.799
C 4.74095 0.49687 -1.17340 0.362 0.100 -0.345
C 5.82059 0.15996 -0.12087 -1.471 0.317 -0.070
C 5.31673 -1.10391 0.66603 0.861 0.187 -0.276
C 6.58992 -2.64481 -0.83611 -1.775 0.808 0.867
H 1.71151 -4.66487 1.51243 0.049 -0.499 -0.110
H 2.53747 -4.43907 2.99271 0.229 0.037 0.064
H 3.20029 -5.58160 1.87563 0.208 0.189 -0.373
H 3.53127 -2.66239 2.10831 0.399 0.102 -0.111
H 2.58934 -2.91128 0.69320 0.343 0.203 -0.359
H 4.49281 -4.35984 -0.27127 0.082 0.106 -0.164
H 5.50655 -3.93828 1.10375 -0.060 0.191 0.096
H 3.25182 -2.02767 -1.10687 -0.112 0.368 -0.030
H 4.44435 -2.85769 -2.07801 -0.073 0.173 -0.379
H 3.80859 -0.46811 -2.95156 -0.418 0.067 0.352
H 5.47523 -0.69253 -2.81082 0.242 -0.209 0.179
H 3.78192 0.66604 -0.68376 -0.069 -0.076 0.271
H 5.01248 1.43238 -1.66247 0.037 -0.022 -0.195
H 5.93670 1.06392 0.47702 -0.678 -0.344 0.961
H 6.83789 0.21690 -0.50811 0.026 -1.251 -0.442
H 4.34931 -0.97697 1.15192 0.151 0.582 -0.026
H 6.07775 -1.40558 1.38572 -0.254 -0.065 0.220
H 7.33027 -2.53602 -0.04356 -0.273 -0.635 0.203
H 6.84257 -1.83633 -1.52214 -0.284 -0.541 -0.371
H 6.45231 -3.64260 -1.25272 0.586 0.270 -0.130
C 4.23332 3.08685 1.55009 0.840 1.110 1.124
C 3.84643 3.77414 0.29592 -2.651 -0.415 -0.974
C 2.32703 3.30886 0.18098 1.608 1.314 -1.461
N 1.71410 3.79130 -1.12563 -1.826 -0.928 0.754
C 0.18136 3.41454 -0.94631 -1.114 0.074 -1.402
C -0.76682 3.92217 -2.05079 2.006 2.968 -0.579
C -0.51601 5.51536 -2.25429 -1.533 -1.542 0.627
C 0.92043 5.84597 -2.47883 0.663 -1.101 1.580
C 1.78362 5.33123 -1.20772 -0.624 -0.363 -2.553
C 2.37853 3.01624 -2.31565 -1.593 0.456 0.847
H 3.82302 2.08561 1.68152 0.547 -0.191 -0.265
H 3.74641 3.70822 2.30170 0.182 -0.249 0.584
H 5.30519 3.22069 1.69601 -0.008 -0.650 0.388
H 4.42281 3.57432 -0.60738 0.002 -0.524 0.096
H 3.86312 4.85970 0.39273 0.140 -0.071 0.301
H 1.74181 3.76443 0.97978 0.103 -0.092 0.056
H 2.23121 2.22309 0.18636 -0.059 0.008 0.062
H -0.26042 3.83539 -0.04309 1.017 0.294 0.408
H -0.04035 2.34836 -0.89934 1.257 -0.357 0.239
H -1.81731 3.79547 -1.78903 0.173 -0.415 -0.024
H -0.49672 3.49872 -3.01818 -0.462 -0.457 -0.013
H -0.90380 6.02746 -1.37368 -0.157 0.128 0.042
H -1.08661 5.83792 -3.12520 -0.162 0.044 0.133
H 1.02324 6.92507 -2.59317 0.394 -0.169 -0.116
H 1.11949 5.29583 -3.39851 1.073 0.376 -0.067
H 1.34299 5.73287 -0.29523 0.133 -0.139 0.041
H 2.83941 5.58795 -1.29430 -0.205 0.076 0.015
H 1.63187 3.03047 -3.10962 0.554 0.509 -0.328
H 2.45397 1.95696 -2.07005 0.095 0.146 0.604
H 3.36195 3.42545 -2.54701 -0.414 0.206 -0.116
C -2.37087 -3.14630 2.82925 -0.994 -0.127 0.751
C -1.51553 -2.48402 3.93341 0.608 0.134 -1.438
C -1.15025 -1.04016 3.40194 -0.228 -1.359 1.004
N -0.21671 -0.16049 4.28425 0.311 -0.539 -0.500
C -0.87019 -0.05354 5.69709 -0.972 2.162 -0.384
C -0.32889 1.14714 6.49828 -0.176 1.150 -0.837
C -0.49479 2.51269 5.72874 1.402 -1.479 -1.538
C 0.36577 2.34853 4.36555 -0.888 -0.396 1.546
C -0.15241 1.20580 3.50701 -0.579 -0.227 1.285
C 1.22026 -0.73582 4.43323 -0.427 -0.401 0.108
H -2.67735 -4.16051 3.08529 0.453 -0.146 0.281
H -1.91288 -3.22048 1.84292 0.139 0.400 0.062
H -3.34848 -2.66545 2.79513 -0.017 0.407 -0.478
H -0.62897 -3.11796 3.94849 0.389 0.330 0.400
H -2.00203 -2.57642 4.90444 -0.047 0.408 -0.127
H -2.05291 -0.45054 3.24178 -0.112 0.072 0.503
H -0.78915 -1.20522 2.38682 0.950 0.416 0.156
H -1.90805 0.22387 5.51273 -0.176 0.007 -0.515
H -1.01389 -0.97087 6.26802 1.124 -0.336 -0.473
H -0.95284 1.38379 7.36014 0.263 -1.075 0.460
H 0.72110 0.99943 6.75086 -0.096 0.075 0.402
H -1.55599 2.71133 5.57871 -0.051 -0.055 -0.373
H -0.12110 3.33257 6.34213 0.214 -0.127 -0.133
H 0.36162 3.23046 3.72501 0.262 0.139 0.236
H 1.35800 2.07127 4.72150 0.301 0.597 -0.257
H -1.17160 1.49125 3.24650 -0.205 -0.502 0.001
H 0.38314 1.01243 2.57755 0.266 -0.169 0.128
H 1.20851 -1.45692 5.25053 -0.174 0.001 -0.113
H 2.00453 -0.01715 4.67097 -0.675 0.565 0.147
H 1.59741 -1.23049 3.53816 -0.722 0.036 -0.311
C 0.02363 -5.95488 -0.98262 0.710 0.110 0.975
C -0.16974 -5.14913 -2.23499 -1.526 0.842 -1.189
C 0.34735 -3.69514 -2.32636 1.947 -0.245 -1.634
N -0.14256 -2.79498 -3.53946 -0.270 -1.403 0.450
C -1.67626 -2.45056 -3.31509 2.132 0.970 -0.495
C -2.04692 -1.29609 -4.26815 -0.005 0.082 1.871
C -1.13348 -0.12922 -3.87739 -1.345 1.343 -1.746
C 0.28265 -0.33786 -4.31013 0.470 -1.428 1.272
C 0.81666 -1.54005 -3.49762 -0.777 -0.188 0.418
C 0.03307 -3.59894 -4.84747 -0.151 1.268 0.786
H -0.48153 -5.55406 -0.10384 -0.094 0.300 -0.082
H 1.08146 -6.01347 -0.72639 0.112 -0.102 0.051
H -0.33579 -6.98064 -1.06476 0.004 0.108 -0.411
H -1.23833 -5.10426 -2.44526 -0.299 -0.155 0.039
H 0.24101 -5.68172 -3.09274 0.145 -0.127 0.163
H 1.36187 -3.80612 -2.70915 0.495 -0.135 0.430
H 0.50126 -3.08732 -1.43475 -0.961 0.108 0.131
H -1.54920 -2.07584 -2.29944 -0.785 0.216 0.127
H -2.33463 -3.31921 -3.30436 0.544 -0.223 -0.371
H -3.07370 -1.01528 -4.03368 -0.149 -0.099 -0.124
H -2.01058 -1.49316 -5.33958 0.136 -0.287 0.137
H -1.25189 0.24517 -2.86058 0.226 -0.704 0.432
H -1.47766 0.73906 -4.43929 -0.200 0.139 -0.269
H 0.82588 0.55940 -4.01359 0.491 -0.185 -0.344
H 0.34799 -0.54598 -5.37808 0.084 0.330 -0.024
H 0.89933 -1.29909 -2.43780 -0.546 0.350 0.170
H 1.84356 -1.84523 -3.69871 -0.246 -0.499 -0.773
H -0.44540 -4.56733 -4.70121 0.132 0.222 -0.328
H 1.09287 -3.64964 -5.09718 -0.035 -0.334 0.308
H -0.42560 -3.00375 -5.63707 -0.197 -0.319 0.038
Cl 1.11317 -0.45650 0.11839 -0.064 0.119 -0.043
```
Positions in Å, forces in eV/Å.

Its gap between HOMO and LUMO is 9.91 eV. The LUMO energy is -7.64 eV. As for the total charge: +4. As for the relative energy (zero: lowest compared OMol25 entry of this formula, charge and spin): 38.6 kcal/mol. For the HOMO energy, the calculation gives -17.55 eV.